[1]
C5H11ClN2O in the gas phase, computed with ωB97M-V with the def2-TZVPD basis set.

Each line ends with the Löwdin charge.
Element x y z (Å)
C -2.039 -0.431 0.231  -0.04
C 0.088 0.744 0.792  -0.07
C -0.338 0.423 -1.620  -0.04
C 3.615 -1.615 0.485  -0.58
C -0.557 -0.209 -0.184  -0.62
N 1.007 -1.971 -0.103  0.04
N -0.096 -1.531 -0.273  0.03
O 2.198 -1.185 0.116  -0.27
Cl 3.828 -1.198 2.122  0.67
H -2.185 -1.388 0.651  0.05
H -2.270 0.357 1.119  0.11
H -2.847 -0.101 -0.517  0.10
H 0.111 0.504 1.806  0.06
H -0.446 1.764 0.612  0.13
H 1.113 0.792 0.529  0.05
H -0.696 1.425 -1.761  0.06
H 0.707 0.285 -2.064  0.10
H -0.902 -0.234 -2.363  0.09
H 4.041 -1.037 -0.259  0.06
H 3.606 -2.661 0.246  0.08

## Properties
max |F|	5.36	eV/Å
molecular weight	150.6	g mol⁻¹
energy relative to the best compared isomer or geometry (same formula, charge and spin)	225.86	kJ/mol
energy	-22908.9101	eV

=====

[2]
A molecular structure, C27H34Cl2N5O3Pb, computed with ωB97M-V with the def2-TZVPD basis set.

Each line ends with the Löwdin charge.
Element x y z (Å)
O 0.059 -0.625 -4.553  0.01
C -0.690 0.348 -4.646  -0.20
C -0.336 1.768 -4.770  -0.19
C 0.065 2.553 -3.682  -0.07
H 0.013 2.188 -2.652  0.02
C 0.520 3.849 -3.918  -0.07
H 0.886 4.471 -3.099  0.11
C 0.533 4.339 -5.229  -0.09
H 0.923 5.330 -5.438  0.09
C 0.067 3.562 -6.300  -0.10
H 0.069 3.930 -7.332  0.10
C -0.385 2.279 -6.064  -0.05
H -0.745 1.612 -6.853  0.12
H -1.757 0.119 -4.385  0.12
C -2.410 -1.113 -2.312  -0.23
C -2.246 0.210 -1.669  -0.65
H -3.289 -1.093 -2.969  0.07
H -2.611 -1.778 -1.465  0.04
H -1.599 -1.576 -2.907  0.04
C -2.682 1.433 -2.038  -0.30
C -4.112 1.673 -1.625  -0.17
H -2.175 2.311 -2.466  0.07
H -4.706 2.217 -2.382  0.05
H -4.144 2.241 -0.671  0.02
H -4.588 0.686 -1.416  0.08
Pb -1.275 0.259 0.187  0.87
Cl 0.297 2.267 -0.185  -0.08
Cl -2.964 1.497 1.668  -0.18
H 4.264 1.371 -2.943  0.08
H 4.378 1.226 -0.568  0.08
C 3.168 1.385 -2.835  -0.05
C 3.350 0.885 -0.405  -0.08
N 2.794 0.552 -1.704  -0.19
H 2.699 0.993 -3.746  0.09
C 1.855 -0.398 -1.818  -0.31
O 1.386 -1.020 -0.837  -0.11
H 3.330 0.001 0.241  0.08
H 1.523 -0.571 -2.857  0.12
H 2.848 2.428 -2.684  0.08
H 2.768 1.698 0.058  0.02
H 0.409 -6.074 0.279  0.08
H 1.677 -5.434 -1.586  0.08
C -0.436 -5.449 -0.015  -0.05
C 0.987 -4.642 -1.899  -0.05
N 0.075 -4.347 -0.801  -0.19
H -0.948 -5.045 0.858  0.08
C -0.464 -3.121 -0.689  -0.34
O -1.312 -2.767 0.152  -0.08
H 1.547 -3.734 -2.149  0.08
H -0.048 -2.421 -1.434  0.10
H -1.129 -6.065 -0.606  0.09
H 0.450 -4.984 -2.798  0.09
N -0.154 1.192 11.132  0.14
C -0.086 0.923 9.997  -0.19
C -0.007 0.610 8.595  -0.25
C -0.861 1.245 7.689  -0.02
C -0.790 0.960 6.326  0.02
C 0.184 0.061 5.871  -0.17
C 1.071 -0.566 6.763  0.00
C 0.936 -0.318 8.136  -0.02
N 0.267 -0.227 4.494  -0.02
C 1.158 -1.130 3.871  -0.04
C 0.860 -1.122 2.538  -0.10
N -0.202 -0.249 2.317  -0.08
C -0.532 0.271 3.498  -0.14
H -1.588 1.960 8.050  0.12
H -1.483 1.423 5.630  0.11
H 1.851 -1.241 6.396  0.10
H 1.569 -0.852 8.841  0.12
H 1.906 -1.691 4.416  0.10
H 1.322 -1.665 1.724  0.10
H -1.311 0.994 3.677  0.06

## Properties
max |F|	5.66	eV/Å
molecular weight	754.7	g mol⁻¹
charge	-1
energy relative to the best compared isomer or geometry (same formula, charge and spin)	416.27	kJ/mol
energy	-72434.6134	eV

=====

[3]
A molecular structure, C6H7Cl2P, computed with ωB97M-V with the def2-TZVPD basis set.

Each line ends with the Löwdin charge.
Element x y z (Å)
C -1.666 0.266 -1.020  -0.20
C -1.745 0.729 0.343  -0.20
C -0.533 0.623 -1.655  -0.35
C -0.667 1.435 0.732  -0.35
C 0.843 -1.347 0.770  -0.22
C 1.774 -0.359 0.151  -1.31
P 0.537 1.620 -0.602  0.98
Cl 2.924 0.329 1.268  0.55
Cl 2.550 -0.923 -1.299  0.57
H -2.454 -0.319 -1.468  0.10
H -2.588 0.495 0.972  0.10
H -0.285 0.370 -2.670  0.05
H -0.517 1.866 1.706  0.06
H -0.034 -1.487 0.134  0.07
H 1.343 -2.312 0.893  0.08
H 0.519 -0.988 1.746  0.07

## Properties
max |F|	2.72	eV/Å
molecular weight	181.0	g mol⁻¹
energy relative to the best compared isomer or geometry (same formula, charge and spin)	39.58	kJ/mol
energy	-40667.1546	eV

=====

[4]
A molecular structure, H16HeO8Xe, computed with ωB97M-V with the def2-TZVPD basis set.

Each line ends with the Löwdin charge.
Element x y z (Å)
He 3.076 2.639 1.265  0.04
Xe 0.291 0.397 0.060  0.31
O -0.215 -1.726 3.290  -0.06
H -0.911 -1.403 2.717  -0.01
H -0.622 -2.439 3.783  0.05
O -1.697 4.081 0.441  -0.06
H -0.777 3.822 0.385  0.01
H -1.972 4.189 -0.470  0.03
O 1.822 0.306 3.810  -0.09
H 1.301 1.093 3.652  0.01
H 1.186 -0.409 3.801  -0.02
O -2.620 -0.637 1.643  -0.10
H -2.543 0.117 2.227  0.04
H -2.507 -0.274 0.765  -0.06
O 2.542 -1.624 -2.257  -0.08
H 2.634 -0.673 -2.301  -0.04
H 3.013 -1.875 -1.462  0.04
O 3.042 1.190 -2.362  -0.07
H 3.785 1.009 -2.938  0.05
H 2.449 1.721 -2.893  0.05
O -2.991 -0.369 -1.347  -0.08
H -2.393 -1.060 -1.632  -0.01
H -3.858 -0.772 -1.382  0.05
O -1.008 -2.359 -2.735  -0.05
H -0.213 -1.826 -2.774  0.01
H -0.814 -3.119 -3.284  0.04

## Properties
max |F|	0.74	eV/Å
molecular weight	279.4	g mol⁻¹
energy relative to the best compared isomer or geometry (same formula, charge and spin)	31.69	kJ/mol
energy	-25681.2114	eV

=====

[5]
A molecular structure, C46H49LaN8OSiTe, computed with ωB97M-V with the def2-TZVPD basis set.

Each line ends with the Löwdin spin population.
Element x y z (Å)
La -1.273 -0.513 0.952  0.08
N -0.488 3.461 3.929  0.00
C -0.252 2.376 3.169  0.00
N -0.897 2.090 2.076  0.00
C -1.819 3.012 1.623  0.00
N -2.359 2.945 0.442  0.00
N -2.253 1.766 -0.142  0.00
C -2.485 1.678 -1.453  0.00
C -2.772 0.438 -2.053  0.00
C -3.027 0.332 -3.421  0.00
C -3.210 -0.927 -4.007  0.00
C -2.987 -2.065 -3.271  0.00
C -2.773 -1.888 -1.892  0.00
N -2.671 -0.684 -1.306  0.00
C -2.215 4.110 2.448  0.00
C -3.437 4.749 2.341  0.00
C -3.796 5.750 3.222  0.00
C -3.006 6.041 4.339  0.00
C -1.861 5.305 4.561  0.00
C -1.504 4.364 3.656  0.00
H 0.128 3.644 4.740  0.00
H 0.443 1.615 3.596  0.00
H -2.520 2.634 -2.020  0.00
H -3.120 1.197 -4.071  0.00
H -3.369 -1.017 -5.065  0.00
H -2.997 -3.048 -3.740  0.00
H -2.634 -2.746 -1.205  0.00
H -4.130 4.531 1.534  0.00
H -4.769 6.255 3.086  0.00
H -3.287 6.802 5.027  0.00
H -1.156 5.523 5.387  0.00
C 2.388 -1.648 2.440  0.00
C 1.299 -1.545 3.471  0.00
C 1.544 -1.789 4.826  0.00
C 0.540 -1.636 5.812  0.00
C -0.716 -1.239 5.391  0.00
C -0.974 -1.117 3.975  0.00
N 0.080 -1.116 3.087  0.00
N -2.142 -0.902 3.408  0.01
Si -3.722 -0.558 4.111  0.00
C -4.864 -0.758 2.548  0.00
C -3.688 1.219 4.723  0.00
C -4.353 -1.643 5.556  0.00
H 3.156 -0.922 2.667  0.00
H 1.944 -1.495 1.441  0.00
H 2.932 -2.590 2.510  0.00
H 2.531 -2.163 5.098  0.00
H 0.697 -1.815 6.903  0.00
H -1.565 -1.054 6.086  0.00
H -5.452 -1.699 2.480  0.00
H -4.227 -0.701 1.660  0.00
H -5.549 0.148 2.579  0.00
H -4.129 1.833 3.903  0.00
H -2.660 1.621 4.973  0.00
H -4.371 1.376 5.644  0.00
H -4.485 -2.721 5.129  0.00
H -5.369 -1.273 5.791  0.00
H -3.771 -1.760 6.474  0.00
C 4.180 3.187 -7.298  0.00
C 3.518 2.288 -6.348  0.00
C 3.535 0.873 -6.404  0.00
C 2.955 0.055 -5.377  0.00
C 3.232 -1.384 -5.320  0.00
C 2.234 0.700 -4.336  0.02
Te 1.553 -0.509 -2.613  0.02
N 0.240 -1.741 -0.282  0.73
C -0.496 -2.818 0.042  0.06
O -1.497 -2.804 0.904  0.03
C -0.307 -4.184 -0.519  0.04
C 0.542 -4.414 -1.650  0.00
C 0.644 -5.702 -2.152  0.00
C -0.115 -6.780 -1.694  0.00
C -1.004 -6.526 -0.680  0.00
C -1.118 -5.266 -0.098  0.00
C 3.409 -0.737 -1.538  0.00
C 3.986 -2.017 -1.389  0.00
C 5.198 -2.116 -0.686  0.00
C 5.858 -1.027 -0.076  0.00
C 5.208 0.185 -0.116  0.00
C 4.028 0.355 -0.884  0.00
C 3.500 1.789 -1.037  0.00
C 1.973 2.098 -4.392  0.00
C 0.964 2.849 -3.517  0.00
C 2.691 2.844 -5.353  0.00
H 4.624 2.648 -8.156  0.00
H 5.008 3.739 -6.807  0.00
H 3.484 3.962 -7.637  0.00
H 4.018 0.328 -7.243  0.00
H 3.631 -1.687 -6.315  0.00
H 2.317 -1.984 -5.102  0.00
H 4.025 -1.652 -4.589  0.00
H 1.138 -3.635 -2.106  0.00
H 1.356 -5.880 -2.987  0.00
H 0.074 -7.759 -2.071  0.00
H -1.717 -7.320 -0.439  0.00
H -1.798 -5.103 0.744  0.00
H 3.497 -2.932 -1.772  0.00
H 5.650 -3.115 -0.671  0.00
H 6.786 -1.192 0.499  0.00
H 5.652 1.014 0.430  0.00
H 4.059 2.473 -0.363  0.00
H 2.440 1.856 -0.666  0.00
H 3.641 2.113 -2.079  0.00
H 0.100 2.246 -3.211  0.00
H 0.577 3.707 -4.069  0.00
H 1.374 3.266 -2.581  0.00
H 2.572 3.926 -5.163  0.00

## Properties
max |F|	4.56	eV/Å
multiplicity	2
molecular weight	1024.5	g mol⁻¹
charge	+1
energy relative to the best compared isomer or geometry (same formula, charge and spin)	242.23	kJ/mol
energy	-78492.3622	eV

=====

> Number 1 is which compound?

C5H11ClN2O

=====

> What is the formula in the second record?

C27H34Cl2N5O3Pb

=====

> Which value of energy relative to the best compared isomer or geometry (same formula, charge and spin) does entry 1 give?

225.86 kJ/mol

=====

Copy entry 2 word for word.
A molecular structure, C27H34Cl2N5O3Pb, computed with ωB97M-V with the def2-TZVPD basis set.

Each line ends with the Löwdin charge.
Element x y z (Å)
O 0.059 -0.625 -4.553  0.01
C -0.690 0.348 -4.646  -0.20
C -0.336 1.768 -4.770  -0.19
C 0.065 2.553 -3.682  -0.07
H 0.013 2.188 -2.652  0.02
C 0.520 3.849 -3.918  -0.07
H 0.886 4.471 -3.099  0.11
C 0.533 4.339 -5.229  -0.09
H 0.923 5.330 -5.438  0.09
C 0.067 3.562 -6.300  -0.10
H 0.069 3.930 -7.332  0.10
C -0.385 2.279 -6.064  -0.05
H -0.745 1.612 -6.853  0.12
H -1.757 0.119 -4.385  0.12
C -2.410 -1.113 -2.312  -0.23
C -2.246 0.210 -1.669  -0.65
H -3.289 -1.093 -2.969  0.07
H -2.611 -1.778 -1.465  0.04
H -1.599 -1.576 -2.907  0.04
C -2.682 1.433 -2.038  -0.30
C -4.112 1.673 -1.625  -0.17
H -2.175 2.311 -2.466  0.07
H -4.706 2.217 -2.382  0.05
H -4.144 2.241 -0.671  0.02
H -4.588 0.686 -1.416  0.08
Pb -1.275 0.259 0.187  0.87
Cl 0.297 2.267 -0.185  -0.08
Cl -2.964 1.497 1.668  -0.18
H 4.264 1.371 -2.943  0.08
H 4.378 1.226 -0.568  0.08
C 3.168 1.385 -2.835  -0.05
C 3.350 0.885 -0.405  -0.08
N 2.794 0.552 -1.704  -0.19
H 2.699 0.993 -3.746  0.09
C 1.855 -0.398 -1.818  -0.31
O 1.386 -1.020 -0.837  -0.11
H 3.330 0.001 0.241  0.08
H 1.523 -0.571 -2.857  0.12
H 2.848 2.428 -2.684  0.08
H 2.768 1.698 0.058  0.02
H 0.409 -6.074 0.279  0.08
H 1.677 -5.434 -1.586  0.08
C -0.436 -5.449 -0.015  -0.05
C 0.987 -4.642 -1.899  -0.05
N 0.075 -4.347 -0.801  -0.19
H -0.948 -5.045 0.858  0.08
C -0.464 -3.121 -0.689  -0.34
O -1.312 -2.767 0.152  -0.08
H 1.547 -3.734 -2.149  0.08
H -0.048 -2.421 -1.434  0.10
H -1.129 -6.065 -0.606  0.09
H 0.450 -4.984 -2.798  0.09
N -0.154 1.192 11.132  0.14
C -0.086 0.923 9.997  -0.19
C -0.007 0.610 8.595  -0.25
C -0.861 1.245 7.689  -0.02
C -0.790 0.960 6.326  0.02
C 0.184 0.061 5.871  -0.17
C 1.071 -0.566 6.763  0.00
C 0.936 -0.318 8.136  -0.02
N 0.267 -0.227 4.494  -0.02
C 1.158 -1.130 3.871  -0.04
C 0.860 -1.122 2.538  -0.10
N -0.202 -0.249 2.317  -0.08
C -0.532 0.271 3.498  -0.14
H -1.588 1.960 8.050  0.12
H -1.483 1.423 5.630  0.11
H 1.851 -1.241 6.396  0.10
H 1.569 -0.852 8.841  0.12
H 1.906 -1.691 4.416  0.10
H 1.322 -1.665 1.724  0.10
H -1.311 0.994 3.677  0.06

## Properties
max |F|	5.66	eV/Å
molecular weight	754.7	g mol⁻¹
charge	-1
energy relative to the best compared isomer or geometry (same formula, charge and spin)	416.27	kJ/mol
energy	-72434.6134	eV